Molecular formula: C19H16IN4OPd
Method: DFT, wB97M-V/def2-TZVPD

Last column: Mulliken charge in e.
CARTESIAN COORDINATES (ANGSTROEM)
1 Pd -0.163021 -0.354888 -0.646594  1.06
2 C 3.432871 1.657794 0.471914  -1.20
3 C 2.377127 0.896343 -0.203421  0.23
4 N 1.135208 0.688036 0.370515  0.43
5 N 0.847581 1.158210 1.518643  -0.56
6 C -0.477772 0.794657 1.864452  0.57
7 O -1.192020 0.114984 1.087491  -0.89
8 C -0.910110 1.261466 3.148684  0.83
9 C -2.219193 0.932455 3.585194  -0.49
10 C -2.640676 1.372668 4.805665  -0.68
11 C -1.767368 2.150145 5.618005  -0.19
12 C -0.472880 2.482250 5.199680  -0.90
13 C -0.036610 2.047413 3.978923  0.08
14 C 2.482729 0.287676 -1.488757  0.68
15 C 3.650802 0.376261 -2.247716  -0.33
16 C 3.710045 -0.233013 -3.501020  -0.65
17 C 2.599244 -0.907586 -3.950334  -0.77
18 C 1.436155 -0.970750 -3.143853  0.11
19 N 1.374368 -0.402266 -1.965395  -0.23
20 H 3.097974 2.050430 1.425758  0.28
21 H 3.767502 2.482659 -0.166239  0.42
22 H 4.305260 1.013049 0.633215  0.42
23 H -2.861252 0.340260 2.948380  0.45
24 H -3.632554 1.139257 5.168243  0.47
25 H -2.119412 2.490772 6.584860  0.46
26 H 0.167331 3.074312 5.838367  0.46
27 H 0.956656 2.289493 3.632914  0.46
28 H 4.506204 0.916606 -1.863562  0.46
29 H 4.609160 -0.172237 -4.100090  0.48
30 H 2.589772 -1.397366 -4.915945  0.45
31 H 0.554565 -1.498122 -3.484814  0.52
32 I -2.334404 -5.619024 -2.140461  0.28
33 C -2.454444 -3.556031 -2.245969  -0.54
34 C -3.478538 -2.912980 -2.937956  0.03
35 C -3.512808 -1.527341 -2.972294  -0.79
36 C -2.530238 -0.809753 -2.321011  -0.18
37 N -1.541208 -1.432288 -1.658281  0.03
38 C -1.500843 -2.776032 -1.613511  -0.08
39 H -4.242386 -3.490124 -3.442816  0.44
40 H -4.297406 -1.002277 -3.498855  0.45
41 H -2.523390 0.272135 -2.319172  0.48
42 H -0.692013 -3.227265 -1.052841  0.49

Cartesian forces (eV/Å) of the 3 atoms listed first:
Pd -0.03 0.00 0.03
C -0.05 -0.02 -0.01
C 0.16 0.03 -0.05

Relative energy (zero: lowest compared OMol25 entry of this formula, charge and spin) = 0.0 kcal/mol
Net charge = +3